# 1
Density functional theory data (ωB97M-V/def2-TZVPD) for 2 unconnected molecules or ions with the total composition C3H10NOS at a distorted geometry.

Geometry as XYZ:
```
16
Properties=species:S:1:pos:R:3:forces:R:3:lowdin_charge:R:1
C -1.4522 -1.8500 0.8471 -0.25 0.28 -2.43 -0.160
N -1.5765 -0.5159 0.0150 -1.06 -0.58 2.40 -0.154
C -0.1430 0.0575 -0.1445 -3.75 2.91 2.13 -0.289
C -0.1695 1.6452 0.0057 1.94 -1.11 -0.04 -0.624
S 1.5969 2.3612 -0.1541 -1.13 -0.06 0.06 0.191
H -0.7172 -2.4113 0.2209 -0.21 0.11 1.14 0.067
H -2.3738 -2.5505 0.9074 1.08 1.68 -0.17 0.072
H -1.1100 -1.5515 1.8400 0.26 -0.66 0.04 0.050
H -2.0999 0.0486 0.7801 1.33 -0.39 -2.10 0.092
H 0.3236 -0.3511 0.7051 1.78 -0.37 0.50 0.066
H 0.2653 -0.0533 -1.0885 0.78 -1.32 -1.65 0.056
H -0.4197 1.9418 1.0101 -0.65 -0.03 0.33 0.003
H -0.8134 2.1042 -0.7362 -0.18 -0.04 -0.04 0.027
H 3.2445 0.4573 -2.0665 -0.46 -1.51 0.86 0.020
H 2.5707 0.7688 -0.8252 -0.28 -1.37 0.09 -0.154
O 2.8742 -0.1010 -1.3165 0.80 2.46 -1.12 -0.262
```
Forces are in eV/Å.

Properties
* LUMO level: 3.74 eV
* ΔE to the lowest compared entry with this formula, charge and spin: 177.7 kJ/mol
* spin multiplicity: 1
* total energy: -17645.601 eV
* max |F|: 0.1012 hartree/bohr
* charge: -1
* Kohn-Sham gap: 6.7 eV
* molecular weight: 108.19 g mol⁻¹


# 2
Density functional theory data (ωB97M-V/def2-TZVPD) for a gas-phase ion, C3H10NOS (charge +1) at a distorted geometry.

Geometry as XYZ:
```
16
Properties=species:S:1:pos:R:3:forces:R:3:mulliken_spin:R:1
C -0.4180 1.3429 -0.9672 0.94 1.30 0.79 -0.027
C 0.2388 -1.1654 -0.4480 -2.13 2.26 -3.62 -0.001
C 0.4103 0.3492 -0.1703 0.95 -0.43 -3.01 0.624
N -0.3992 0.3531 1.4782 -1.96 -0.22 4.22 0.463
O 0.9847 -1.9693 0.2973 3.23 -3.61 1.03 0.001
S 2.0403 0.9737 -0.0535 1.59 -1.62 0.42 1.016
H -0.3995 2.3867 -0.4653 0.44 -1.35 -0.89 0.003
H -1.4741 1.1412 -0.9188 -0.44 -0.66 -0.33 0.002
H -0.0414 1.3921 -2.0023 -0.60 0.32 0.25 0.016
H 0.3852 -1.1597 -1.5420 0.38 -0.99 0.07 0.020
H -0.8478 -1.4103 -0.3693 0.34 0.41 0.25 0.001
H -0.2007 1.2463 1.9747 -0.65 -1.18 -0.29 -0.037
H -1.4145 0.1509 1.2576 1.74 0.45 0.69 -0.026
H 0.1307 -0.4619 1.8556 -1.02 0.96 0.05 -0.046
H 1.3747 -2.8370 -0.1291 -1.46 2.78 0.92 0.001
H 2.7944 -0.2069 0.3757 -1.34 1.57 -0.55 -0.010
```
Forces are in eV/Å.

Properties
* LUMO level (spin up / spin down): -3.45 / -8.31 eV
* ΔE to the lowest compared entry with this formula, charge and spin: 97.6 kJ/mol
* spin multiplicity: 3
* total energy: -17632.857 eV
* max |F|: 0.0963 hartree/bohr
* charge: +1
* Kohn-Sham gap (spin up / spin down): 5.7 / 6.7 eV
* molecular weight: 108.19 g mol⁻¹


# 3
Density functional theory data (ωB97M-V/def2-TZVPD) for 2 unconnected molecules or ions with the total composition C3H10NOSe at a distorted geometry.

Geometry as XYZ:
```
16
Properties=species:S:1:pos:R:3:forces:R:3:lowdin_charge:R:1
C -3.3480 -0.0239 0.3211 -0.16 1.43 -2.23 -0.326
C 2.7589 -0.6495 -0.3459 0.24 -1.15 -0.40 0.038
C 2.5264 0.0718 0.7115 0.82 -0.47 -0.74 -0.252
N -0.4362 0.0921 -0.8444 -0.74 -0.81 -3.09 -0.168
O 1.2759 0.5519 0.9207 0.15 3.64 3.23 -0.065
Se -2.1651 1.0131 -0.8896 -0.18 0.61 -0.10 1.010
H -3.2472 0.2721 1.3249 0.27 -0.03 1.15 0.013
H -4.3485 0.2513 -0.0940 0.76 -0.31 0.35 0.057
H -3.0799 -0.9879 -0.0034 -0.22 -1.58 0.44 -0.002
H 3.6726 -1.2294 -0.4484 -0.17 0.43 -0.24 0.086
H 1.9319 -0.8185 -0.9935 -0.20 -0.46 -0.84 0.034
H 3.3607 0.2351 1.3354 0.18 0.70 1.49 0.115
H -0.4985 -0.9132 -0.6023 -0.06 0.39 -0.91 0.127
H 0.1145 0.3044 -1.7707 -1.66 -1.01 1.87 0.165
H 0.1746 0.4285 -0.1463 1.07 1.09 1.67 -0.040
H 1.3080 1.4020 1.5248 -0.10 -2.50 -1.64 0.206
```
Forces are in eV/Å.

Properties
* LUMO level: -3.98 eV
* ΔE to the lowest compared entry with this formula, charge and spin: 13.6 kJ/mol
* spin multiplicity: 1
* total energy: -72148.107 eV
* max |F|: 0.0948 hartree/bohr
* charge: +1
* Kohn-Sham gap: 9.4 eV
* molecular weight: 155.08 g mol⁻¹


# 4
Density functional theory data (ωB97M-V/def2-TZVPD) for 2 unconnected molecules or ions with the total composition C3H10NS at a distorted geometry.

Geometry as XYZ:
```
15
Properties=species:S:1:pos:R:3:forces:R:3:lowdin_charge:R:1
C -2.2386 -1.4339 0.3367 0.02 -0.02 0.27 -0.734
S -3.0284 0.1484 -0.1045 -0.04 0.00 -0.04 0.034
H -2.1327 -1.5497 1.4238 0.12 0.11 -0.09 -0.016
H -2.8145 -2.3015 0.0156 -0.13 -0.07 -0.21 -0.026
H -1.2438 -1.5180 -0.1129 0.02 -0.07 0.06 -0.036
C 2.2375 0.9667 0.1756 -0.58 0.20 0.26 -0.129
C 0.7655 0.5379 0.1824 0.53 -0.23 0.87 -0.404
N 0.1725 0.6736 -1.1075 -0.17 0.22 -0.96 -0.036
H 2.3300 2.0500 0.1459 -0.01 0.17 -0.07 0.054
H 2.7334 0.6086 1.0840 0.18 -0.06 -0.25 0.057
H 2.6856 0.5833 -0.7342 0.42 -0.24 0.01 0.052
H 0.7410 -0.4806 0.5945 -0.13 -0.19 -0.11 0.084
H 0.1942 1.1262 0.9071 0.00 0.08 -0.20 0.103
H 0.4432 -0.0621 -1.7550 0.10 0.06 0.27 0.060
H -0.8450 0.6510 -1.0514 -0.33 0.04 0.18 -0.064
```
Forces are in eV/Å.

Properties
* LUMO level: 3.93 eV
* ΔE to the lowest compared entry with this formula, charge and spin: 60.0 kJ/mol
* spin multiplicity: 1
* total energy: -15599.180 eV
* max |F|: 0.0204 hartree/bohr
* charge: -1
* Kohn-Sham gap: 6.3 eV
* molecular weight: 92.19 g mol⁻¹


# 5
Density functional theory data (ωB97M-V/def2-TZVPD) for 2 unconnected molecules or ions with the total composition C3H10NS at a distorted geometry.

Geometry as XYZ:
```
15
Properties=species:S:1:pos:R:3:forces:R:3:lowdin_charge:R:1
C 1.4228 -2.3701 1.7123 -0.16 -0.05 -0.69 -0.236
N 1.7964 -1.0613 1.2059 0.51 1.21 0.34 -0.125
H 0.7643 -2.8750 0.9860 -0.02 0.03 0.45 0.059
H 2.3186 -2.9980 1.8222 -0.16 0.01 0.18 0.042
H 0.9193 -2.2689 2.6803 0.00 -0.30 -0.17 0.060
H 1.3449 -0.7752 0.3425 -0.21 -0.72 -0.29 -0.063
H 1.3975 -0.3329 1.7908 0.17 -0.23 0.25 0.023
C -0.7515 1.9954 -1.7634 -0.39 0.93 -0.25 -0.262
C -1.7891 1.2342 -0.9380 0.77 -1.01 -0.23 -0.800
S -1.0619 -0.2970 -0.1380 -0.78 0.89 -0.36 0.130
H -1.3294 2.5156 -2.5466 0.38 0.38 0.07 0.044
H -0.2856 2.7372 -1.0912 0.08 -0.17 -0.48 0.052
H 0.0436 1.4598 -2.2831 -0.21 -0.49 0.31 0.039
H -2.1056 1.9724 -0.2188 -0.30 0.00 0.72 0.011
H -2.6843 1.0640 -1.5608 0.33 -0.48 0.15 0.026
```
Forces are in eV/Å.

Properties
* LUMO level: 4.27 eV
* ΔE to the lowest compared entry with this formula, charge and spin: 100.4 kJ/mol
* spin multiplicity: 1
* total energy: -15598.761 eV
* max |F|: 0.0263 hartree/bohr
* charge: -1
* Kohn-Sham gap: 6.8 eV
* molecular weight: 92.19 g mol⁻¹


# 6
Density functional theory data (ωB97M-V/def2-TZVPD) for 2 unconnected molecules or ions with the total composition C3H10NS at a distorted geometry.

Geometry as XYZ:
```
15
Properties=species:S:1:pos:R:3:forces:R:3:lowdin_charge:R:1
C -2.2336 1.1923 0.8844 -1.06 -0.81 0.88 -0.780
S -1.2676 1.3770 -0.6474 -0.16 0.24 -0.05 0.025
H -3.0137 0.3584 0.8210 0.72 1.00 -0.17 -0.009
H -2.8069 2.1005 1.2887 0.97 -0.97 -0.64 0.000
H -1.5472 0.8064 1.6639 -0.37 0.51 0.01 -0.035
C 2.3053 -1.0895 1.1100 -1.59 0.69 0.58 -0.196
N 1.8725 -0.8587 -0.2755 -1.54 0.27 -1.76 -0.194
C 0.7171 -1.7850 -0.8295 0.36 2.72 0.35 -0.129
H 3.1548 -1.7505 1.1768 0.41 -0.36 -0.27 0.034
H 1.4595 -1.6128 1.6856 1.05 0.93 -0.14 0.073
H 2.6404 -0.1074 1.6302 -0.91 -1.54 -0.92 0.094
H 1.3362 0.0122 -0.3686 0.81 0.25 0.59 0.013
H 0.8258 -2.0651 -1.9382 0.14 -0.12 2.09 0.083
H 0.6727 -2.4118 0.0037 -0.07 -2.82 0.26 0.005
H -0.2796 -1.2581 -0.6655 1.22 0.01 -0.83 0.017
```
Forces are in eV/Å.

Properties
* LUMO level: 3.96 eV
* ΔE to the lowest compared entry with this formula, charge and spin: 214.2 kJ/mol
* spin multiplicity: 1
* total energy: -15597.581 eV
* max |F|: 0.0550 hartree/bohr
* charge: -1
* Kohn-Sham gap: 6.3 eV
* molecular weight: 92.19 g mol⁻¹


# 7
Density functional theory data (ωB97M-V/def2-TZVPD) for a gas-phase ion, C3H10NS (charge +1) at a distorted geometry.

Geometry as XYZ:
```
15
Properties=species:S:1:pos:R:3:forces:R:3:lowdin_charge:R:1
C -1.0438 -0.3032 -0.7291 -3.33 -2.53 2.24 -0.378
N -0.8764 -1.8189 -0.4320 0.77 2.90 -1.01 -0.004
H -1.3674 -0.1147 -1.7999 -0.02 -0.32 1.51 0.112
H -1.8037 0.0640 0.0986 1.48 -0.15 -2.07 0.144
H -1.4867 -2.2831 0.2228 -0.35 0.85 0.50 0.085
H -1.0947 -2.1991 -1.3093 0.00 -1.21 -1.28 0.049
C 0.1337 1.9535 0.5146 -1.49 0.11 4.42 -0.286
S 0.4542 0.6405 -0.6209 1.34 1.06 -0.26 1.072
C 1.5502 -0.3213 0.2634 -1.72 -5.13 0.28 -0.315
H -0.8849 2.3991 0.4544 0.58 -0.59 -0.59 0.075
H 0.8169 2.7725 0.3965 0.60 0.12 -0.35 0.049
H 0.1829 1.6299 1.7311 0.08 0.44 -3.53 0.162
H 2.5278 -0.4475 0.0613 3.87 1.86 -0.93 0.023
H 1.3894 -0.5283 1.3046 -0.51 0.63 0.54 0.078
H 1.5025 -1.4435 -0.1562 -1.30 1.96 0.53 0.134
```
Forces are in eV/Å.

Properties
* LUMO level: -3.38 eV
* ΔE to the lowest compared entry with this formula, charge and spin: 279.7 kJ/mol
* spin multiplicity: 1
* total energy: -15589.203 eV
* max |F|: 0.1054 hartree/bohr
* charge: +1
* Kohn-Sham gap: 11.2 eV
* molecular weight: 92.19 g mol⁻¹